# 1
5
Properties=species:S:1:pos:R:3:forces:R:3:lowdin_charge:R:1 method="wB97M-V/def2-TZVPD" smiles="IC1N=N1" orbital_gap_ev=7.636 largest_force_ev_per_a=7.8 energy_ha=-445.752725
C 0.04304 -0.02979 -0.23411 1.619 -0.274 0.473 -0.958
N -1.21371 -0.55829 0.10090 0.688 7.789 -0.661 0.154
N -0.93550 0.95594 -0.04098 -2.157 -7.486 0.777 0.153
I 1.57958 -0.16033 1.35973 -0.266 0.002 -0.481 0.605
H 0.52660 -0.20753 -1.18554 0.116 -0.031 -0.108 0.047

# 2
119
Properties=species:S:1:pos:R:3:forces:R:3:lowdin_charge:R:1 method="wB97M-V/def2-TZVPD" total_charge=+1 orbital_gap_ev=7.286 largest_force_ev_per_a=2.5 energy_ha=-6612.386223
Hf 0.04367 0.71879 -0.09779 0.878 1.148 -1.978 1.344
C 1.18368 -1.95571 4.96498 0.096 -0.017 -0.088 -0.154
C 1.45987 -0.94719 3.83597 0.240 -0.266 0.194 -0.380
Ge 0.14815 0.48713 3.88964 -0.260 0.217 0.220 0.504
C 0.24364 1.37543 5.62759 -0.174 0.291 0.087 -0.391
C -0.84997 2.44580 5.78130 0.097 -0.092 0.082 -0.185
C -1.57805 -0.39263 3.90417 -0.323 -0.055 -0.057 -0.258
C -2.47251 -0.74964 2.96963 -0.004 -0.118 0.189 -0.340
Ge -2.35536 -0.08379 1.07750 -0.422 0.300 0.536 0.806
C -3.13066 1.77125 1.23209 -0.393 -0.072 -0.100 -0.411
C -4.64927 2.01161 1.16461 0.196 0.071 -0.002 -0.159
C -3.45585 -1.33011 -0.01256 -0.308 -0.169 0.137 -0.364
C -4.99310 -1.40105 0.03935 0.100 -0.002 -0.163 -0.139
C -3.61823 -1.61219 3.43538 0.143 0.109 -0.086 -0.246
C -4.95103 -1.25308 3.23603 0.038 0.057 0.128 -0.069
C -5.99014 -2.01520 3.75557 0.072 0.030 -0.012 -0.077
C -5.71735 -3.17535 4.46813 0.083 0.012 -0.051 -0.086
C -4.39723 -3.56546 4.65428 0.013 0.073 -0.043 -0.079
C -3.36190 -2.78956 4.14689 0.028 -0.006 -0.094 -0.047
H 1.94445 -2.74066 4.98766 -0.048 0.021 -0.003 0.069
H 0.21202 -2.44064 4.83655 0.064 0.061 -0.010 0.055
H 1.18310 -1.48088 5.95088 0.021 -0.016 -0.124 0.064
H 1.38290 -1.42823 2.86146 0.070 -0.126 -0.084 0.033
H 2.46997 -0.53448 3.92020 -0.123 -0.126 0.084 0.049
H 1.23801 1.80980 5.76792 -0.059 -0.024 -0.015 0.064
H 0.12441 0.59533 6.38697 -0.001 0.076 -0.014 0.059
H -0.75036 3.23656 5.03407 0.046 -0.045 -0.007 0.037
H -0.80845 2.92033 6.76398 0.000 -0.031 -0.024 0.068
H -1.85026 2.01822 5.66465 0.084 -0.019 -0.001 0.064
H -1.81912 -0.66399 4.94086 0.020 -0.127 -0.127 0.078
H -2.63837 2.41122 0.49792 0.079 0.019 -0.024 0.004
H -2.72918 2.09994 2.18889 -0.067 0.104 0.132 0.023
H -5.12476 1.53917 0.30087 0.112 0.066 0.060 0.043
H -4.86137 3.08364 1.09990 0.010 -0.059 0.032 0.069
H -5.15527 1.64963 2.05918 -0.011 -0.068 -0.010 0.054
H -3.04321 -2.31331 0.24015 -0.098 -0.049 -0.024 0.052
H -3.16382 -1.15891 -1.04159 0.045 -0.018 -0.200 0.006
H -5.36094 -1.81740 0.97316 0.058 0.011 -0.072 0.043
H -5.35587 -2.05031 -0.76516 0.011 0.049 0.052 0.071
H -5.46692 -0.42567 -0.09840 0.090 -0.124 0.014 0.049
H -5.17932 -0.35583 2.67689 0.008 0.036 0.039 0.088
H -7.01647 -1.70127 3.59922 0.068 -0.014 0.013 0.108
H -6.52548 -3.77494 4.86627 0.007 0.010 0.004 0.103
H -4.17079 -4.47491 5.19843 -0.006 0.038 -0.024 0.103
H -2.33340 -3.10618 4.28823 -0.045 0.045 0.025 0.102
C 5.45172 2.44698 -1.14050 -0.097 0.031 -0.030 -0.030
N 4.01136 2.27675 -1.29657 -0.008 0.092 -0.127 -0.129
C 3.48210 2.52819 -2.62115 0.122 0.014 0.024 -0.032
C 3.27650 1.58675 -0.39605 -0.177 -0.020 0.033 -0.425
N 2.33466 0.70115 -0.78628 -0.423 -0.539 -0.052 -0.002
C 2.83672 -0.28049 -1.71939 -0.230 0.267 0.121 -0.208
C 4.09060 -0.77500 -1.45182 0.252 0.038 0.004 -0.055
C 4.71710 -1.76441 -2.23041 0.009 0.073 0.145 -0.064
C 4.05588 -2.29095 -3.29114 -0.060 -0.060 -0.110 -0.035
C 2.76267 -1.81989 -3.63140 -0.038 0.052 0.025 -0.150
C 2.15439 -2.35039 -4.79692 0.099 0.002 0.056 -0.035
C 0.95314 -1.87461 -5.22001 -0.166 0.059 0.007 -0.057
C 0.30591 -0.87759 -4.47142 -0.184 -0.187 -0.209 -0.074
C 0.83049 -0.34916 -3.31829 0.145 0.150 0.309 -0.271
N 0.07755 0.62902 -2.60602 -0.194 -0.081 0.059 0.045
C -0.56393 1.53869 -3.35755 0.220 -0.402 -0.058 -0.382
N -0.10511 2.00048 -4.54678 0.157 0.207 -0.293 -0.119
C 1.27357 1.90330 -5.00009 -0.205 0.164 -0.106 -0.031
C -1.02873 2.44017 -5.59534 0.132 -0.071 0.074 -0.030
N -1.76880 2.03735 -3.01129 -0.189 0.144 0.260 -0.164
C -2.03609 3.46995 -3.02540 -0.025 -0.014 -0.027 -0.035
C -2.75848 1.25082 -2.30788 0.038 0.108 0.036 -0.036
C 2.11319 -0.80271 -2.85522 0.037 0.010 0.013 -0.041
N 3.50014 1.84858 0.89902 0.538 -0.265 0.118 -0.169
C 4.05078 3.11577 1.36987 -0.067 -0.104 0.056 -0.057
C 3.52854 0.75889 1.87189 -0.050 0.312 -0.039 -0.106
H 5.95818 1.90530 -1.94356 -0.013 0.003 -0.025 0.101
H 5.78319 2.03143 -0.19332 -0.016 -0.008 -0.033 0.085
H 5.74111 3.49865 -1.18804 -0.034 -0.018 0.005 0.100
H 3.86040 3.48876 -2.97562 0.011 -0.027 0.017 0.106
H 2.39909 2.57904 -2.55873 -0.035 -0.018 -0.009 0.084
H 3.77791 1.75115 -3.33424 0.020 0.001 0.046 0.097
H 4.61036 -0.40971 -0.57052 -0.018 -0.015 -0.089 0.113
H 5.70726 -2.11339 -1.96202 -0.035 0.032 -0.006 0.116
H 4.50480 -3.06494 -3.90519 -0.047 0.078 0.046 0.118
H 2.67973 -3.12171 -5.35067 -0.047 0.073 0.058 0.117
H 0.48587 -2.26556 -6.11802 0.030 0.055 0.090 0.115
H -0.66716 -0.52295 -4.80125 0.083 -0.076 0.007 0.129
H 1.89719 1.43380 -4.26100 0.075 0.015 0.099 0.047
H 1.66029 2.89892 -5.22630 -0.020 0.044 -0.015 0.106
H 1.31974 1.29640 -5.90624 0.013 -0.022 -0.017 0.103
H -2.05411 2.20090 -5.32922 0.045 0.019 0.028 0.094
H -0.78001 1.91685 -6.51983 0.050 -0.029 -0.014 0.095
H -0.95034 3.51186 -5.78422 0.010 0.018 0.029 0.096
H -2.97622 3.68370 -3.53689 0.001 0.003 -0.027 0.100
H -1.23204 4.01157 -3.51538 0.006 -0.053 0.000 0.093
H -2.10063 3.82142 -1.99320 -0.031 -0.007 -0.018 0.092
H -2.36642 0.26582 -2.10530 0.103 -0.197 0.051 0.043
H -3.66124 1.13634 -2.91289 -0.017 0.060 -0.070 0.110
H -3.04149 1.72950 -1.37327 0.005 -0.024 0.117 0.065
H 5.11765 3.04385 1.59987 -0.046 -0.012 -0.007 0.094
H 3.51713 3.38839 2.28155 -0.010 -0.007 -0.037 0.065
H 3.89369 3.89435 0.62803 -0.011 -0.043 -0.018 0.102
H 4.54587 0.35981 1.96200 0.007 0.040 0.002 0.107
H 2.84445 -0.02653 1.57824 -0.039 0.034 -0.055 0.033
H 3.20798 1.13277 2.84040 0.021 0.091 -0.032 0.051
C 3.15223 -2.57689 0.87491 -0.127 -0.069 0.043 -0.086
O 1.86385 -2.10015 0.49867 0.166 -0.088 0.133 -0.229
C 1.08194 -3.17470 0.00839 0.296 -0.024 0.002 -0.191
C -0.34543 -2.76098 0.03993 -0.464 0.063 -0.033 -0.206
O -0.65502 -1.78809 -0.96599 0.499 0.134 0.392 -0.335
C -1.09367 -2.42083 -2.16523 -0.063 -0.020 0.020 -0.074
H 3.05795 -3.28711 1.70058 0.005 -0.036 0.033 0.102
H 3.75773 -1.73970 1.20051 -0.005 -0.015 -0.023 0.064
H 3.64152 -3.06537 0.03035 0.021 -0.021 -0.019 0.093
H 1.20144 -4.05681 0.64689 0.043 -0.014 0.038 0.140
H 1.40758 -3.43690 -1.00538 0.018 -0.044 -0.032 0.138
H -0.56948 -2.31025 1.01004 -0.036 0.053 0.041 0.101
H -0.98869 -3.63464 -0.08309 -0.093 0.031 -0.029 0.137
H -1.93009 -3.08048 -1.92798 -0.014 -0.031 -0.022 0.103
H -0.28519 -2.98647 -2.63473 -0.005 0.009 0.001 0.102
H -1.42597 -1.64913 -2.84583 -0.051 0.050 -0.025 0.071
Te 0.48304 2.32722 2.15175 -0.256 -0.371 0.046 0.647
F -0.34166 2.50255 -0.79474 -0.070 -0.804 0.427 -0.490

# 3
15
Properties=species:S:1:pos:R:3:forces:R:3:lowdin_charge:R:1 method="wB97M-V/def2-TZVPD" smiles=C[NH2+]CCO total_charge=+1 orbital_gap_ev=11.327 largest_force_ev_per_a=1.4 energy_ha=-250.024913
O 1.05316 2.41326 0.93370 -0.037 0.032 -0.313 -0.025
C -0.01506 1.51157 0.78484 0.348 0.173 -0.483 -0.245
C 0.44698 0.32050 -0.07343 0.762 0.044 0.724 -0.108
N -0.63860 -0.72460 -0.16928 0.375 1.025 -0.815 0.013
C -0.18124 -2.06506 -0.65367 -0.147 -0.152 -0.150 0.026
H 1.03862 3.07700 0.23134 0.026 -0.093 0.169 0.111
H -0.30127 1.24589 1.80288 -0.203 -0.353 -0.107 0.134
H -0.86098 1.96030 0.25194 -0.156 0.137 0.329 0.132
H 1.33464 -0.17413 0.31745 -0.107 0.076 0.412 0.135
H 0.76182 0.68917 -1.04848 -0.484 -0.240 -0.285 0.145
H -1.31271 -0.29997 -0.81231 -0.309 -0.508 0.176 0.184
H -1.08549 -0.78975 0.74060 -0.087 -0.131 0.159 0.177
H -0.76952 -2.82472 -0.16172 -0.060 -0.190 0.157 0.105
H 0.87111 -2.17911 -0.42085 0.006 -0.042 0.068 0.104
H -0.34145 -2.16033 -1.72301 0.074 0.220 -0.041 0.111

Please write out number 3 again, unchanged.
15
Properties=species:S:1:pos:R:3:forces:R:3:lowdin_charge:R:1 method="wB97M-V/def2-TZVPD" smiles=C[NH2+]CCO total_charge=+1 orbital_gap_ev=11.327 largest_force_ev_per_a=1.4 energy_ha=-250.024913
O 1.05316 2.41326 0.93370 -0.037 0.032 -0.313 -0.025
C -0.01506 1.51157 0.78484 0.348 0.173 -0.483 -0.245
C 0.44698 0.32050 -0.07343 0.762 0.044 0.724 -0.108
N -0.63860 -0.72460 -0.16928 0.375 1.025 -0.815 0.013
C -0.18124 -2.06506 -0.65367 -0.147 -0.152 -0.150 0.026
H 1.03862 3.07700 0.23134 0.026 -0.093 0.169 0.111
H -0.30127 1.24589 1.80288 -0.203 -0.353 -0.107 0.134
H -0.86098 1.96030 0.25194 -0.156 0.137 0.329 0.132
H 1.33464 -0.17413 0.31745 -0.107 0.076 0.412 0.135
H 0.76182 0.68917 -1.04848 -0.484 -0.240 -0.285 0.145
H -1.31271 -0.29997 -0.81231 -0.309 -0.508 0.176 0.184
H -1.08549 -0.78975 0.74060 -0.087 -0.131 0.159 0.177
H -0.76952 -2.82472 -0.16172 -0.060 -0.190 0.157 0.105
H 0.87111 -2.17911 -0.42085 0.006 -0.042 0.068 0.104
H -0.34145 -2.16033 -1.72301 0.074 0.220 -0.041 0.111